Molecular formula: C40H61BF4N2O8P2Ta
Method: DFT, the ωB97M-V functional and the def2-TZVPD basis

```
! wB97M-V def2-TZVPD RIJCOSX def2/J DEFGRID3
* xyz 1 1
Ta -1.210 0.111 -0.462
C 2.494 3.488 1.125
C 3.350 2.237 1.006
C 3.056 1.205 2.082
O 3.245 1.674 -0.307
P 2.069 0.917 -1.043
O 1.144 0.259 -0.073
C 1.336 2.204 -2.131
P -0.417 2.439 -1.792
O -0.734 2.056 -0.386
O -0.726 3.950 -2.080
C -1.087 4.905 -1.037
C -0.294 6.173 -1.300
C -2.587 5.133 -1.077
O -1.263 1.562 -2.768
C -1.321 1.733 -4.218
C -2.516 2.605 -4.554
C -1.398 0.349 -4.844
O 2.882 -0.077 -1.928
C 3.775 0.158 -3.042
C 3.002 0.463 -4.327
C 4.817 1.227 -2.761
H 2.653 3.934 2.102
H 1.438 3.246 1.002
H 2.793 4.206 0.366
H 4.410 2.513 1.056
H 1.995 0.975 2.114
H 3.375 1.583 3.051
H 3.595 0.284 1.867
H 1.452 1.905 -3.166
H 1.855 3.145 -1.972
H -0.811 4.468 -0.072
H -0.602 6.613 -2.244
H 0.774 5.968 -1.345
H -0.480 6.886 -0.503
H -2.870 5.614 -2.011
H -2.874 5.774 -0.246
H -3.105 4.181 -0.990
H -0.392 2.230 -4.521
H -3.423 2.175 -4.138
H -2.615 2.678 -5.633
H -2.382 3.601 -4.141
H -2.335 -0.137 -4.587
H -0.581 -0.278 -4.492
H -1.327 0.440 -5.923
H 4.264 -0.819 -3.131
H 2.897 1.536 -4.479
H 2.025 -0.009 -4.285
H 3.536 0.071 -5.189
H 4.347 2.187 -2.566
H 5.458 1.317 -3.635
H 5.427 0.966 -1.901
F -4.660 0.735 -2.680
B -3.912 0.407 -1.631
F -3.213 1.548 -1.097
F -4.514 -0.212 -0.609
F -2.798 -0.471 -2.045
C -1.938 -3.188 1.880
C -3.404 -2.947 1.521
C -3.671 -3.072 0.021
C -3.852 -1.620 2.089
C -5.032 -1.617 2.815
C -5.449 -0.508 3.526
C -4.609 0.587 3.592
C -3.436 0.656 2.856
C -2.569 1.874 3.091
C -1.085 1.531 3.236
C -2.814 2.944 2.026
C -3.096 -0.413 1.982
N -2.166 -0.257 1.017
H -1.556 -4.078 1.389
H -1.826 -3.310 2.955
H -1.357 -2.323 1.573
H -3.999 -3.719 2.025
H -3.028 -2.393 -0.533
H -4.708 -2.828 -0.190
H -3.487 -4.090 -0.311
H -5.628 -2.519 2.841
H -6.377 -0.536 4.078
H -4.868 1.406 4.247
H -2.888 2.296 4.051
H -0.659 1.235 2.276
H -0.966 0.709 3.939
H -0.552 2.399 3.620
H -2.430 2.597 1.073
H -2.323 3.877 2.301
H -3.880 3.133 1.922
C 2.679 -5.432 4.679
C 2.216 -4.186 3.988
C 1.970 -3.035 4.723
C 1.474 -1.894 4.117
C 1.248 -1.890 2.756
C 1.527 -3.025 2.000
N 1.163 -2.964 0.637
C 1.940 -2.965 -0.463
C 3.268 -3.432 -0.438
C 3.997 -3.575 -1.591
C 3.445 -3.236 -2.828
C 2.205 -2.646 -2.868
C 1.448 -2.470 -1.705
C 0.322 -1.560 -1.705
O 0.299 -0.507 -2.391
O -0.631 -1.731 -0.853
C 1.984 -4.193 2.606
C 2.150 -5.462 1.830
H 2.851 -5.242 5.735
H 3.603 -5.802 4.237
H 1.933 -6.223 4.587
H 2.144 -3.044 5.790
H 1.260 -1.022 4.714
H 0.828 -1.028 2.253
H 0.247 -2.554 0.492
H 3.691 -3.696 0.517
H 5.005 -3.959 -1.539
H 4.014 -3.397 -3.729
H 1.786 -2.311 -3.804
H 3.181 -5.808 1.871
H 1.861 -5.333 0.792
H 1.524 -6.236 2.269
*
```

energy relative to the best compared isomer or geometry (same formula, charge and spin) = 132.8 kJ/mol
Kohn-Sham gap = 7.33 eV
E_HOMO = -10.1616 eV
electronic energy = -3436.64381 a.u.

Atomic partial charges in e from the Löwdin method, atoms 1 to 8:
1 Ta 1.91
2 C -0.03
3 C -0.41
4 C -0.04
5 O -0.17
6 P 0.56
7 O -0.30
8 C -0.15